This record from OMol25 describes 8 unconnected molecules or ions with the total composition C39H50BINO24PS3 at a distorted geometry. The level of theory is ωB97M-V/def2-TZVPD.

Geometry as XYZ:
```
120
Properties=species:S:1:pos:R:3:mulliken_charge:R:1
C -4.1613 0.5495 -1.1789 -0.793
C -4.5353 -0.7910 -1.9921 -0.130
B -3.2804 -1.8163 -2.0089 0.959
O -2.4449 -1.8950 -3.1381 -0.795
C -3.0186 -2.6911 -0.6808 0.392
C -4.0016 -3.6673 -0.1988 0.588
P -5.6039 -4.0786 -1.0216 0.941
O -5.5089 -4.0030 -2.6858 -0.514
O -5.9873 -5.6906 -0.7025 -0.532
S -7.1062 -3.0492 -0.3289 -0.450
C -3.6717 -4.3781 1.0565 -0.580
C -2.4223 -4.1753 1.7814 -1.207
C -1.4746 -3.2111 1.2443 1.184
C -1.7443 -2.4343 0.0160 -1.627
N -0.8201 -1.4654 -0.5222 0.242
C -0.3029 -0.5530 0.4905 -0.673
C -0.3234 0.8644 0.1573 -1.026
C 0.1582 1.8044 1.1883 1.051
S 0.1014 3.5828 0.7498 -0.326
C 0.6483 1.3413 2.4939 0.814
C 1.0904 2.4443 3.5017 -1.685
C 0.6948 -0.0979 2.8362 0.470
C 1.2165 -0.6610 4.1812 -1.158
I -0.3311 -0.5521 5.7394 0.132
C 2.5965 -0.0548 4.6641 -0.294
C 3.1592 -0.9888 5.8097 -1.119
C 0.2017 -1.0121 1.7996 0.414
S 0.1281 -2.8290 2.0450 -0.492
H -5.1001 0.9195 -0.6911 0.335
H -3.7359 1.3365 -1.8496 0.263
H -3.4601 0.2591 -0.3486 0.057
H -5.4246 -1.2368 -1.4832 -0.161
H -4.7210 -0.5214 -3.0695 0.345
H -2.6224 -1.0723 -3.6275 0.258
H -4.6036 -4.3002 -2.9473 0.402
H -5.5190 -5.9946 0.0946 0.314
H -4.3797 -5.1173 1.5151 0.228
H -2.2069 -4.7289 2.7233 0.408
H -0.0508 -1.9097 -1.0311 0.317
H -0.6857 1.2530 -0.8265 0.358
H 0.0318 3.6200 -0.6244 0.112
H 0.7742 2.0896 4.5263 0.233
H 2.1955 2.6140 3.5257 0.253
H 0.5328 3.4044 3.3366 0.490
H 1.3996 -1.7656 4.0610 0.518
H 2.3882 0.9385 5.1447 0.184
H 3.3169 0.0946 3.8231 0.406
H 2.5187 -0.9166 6.7326 0.178
H 3.1440 -2.0389 5.4417 0.302
H 4.1980 -0.6982 6.1105 0.411
C 0.1661 -6.0074 -0.8240 -0.356
C 0.2713 -6.9972 -1.9510 -0.441
O -0.9757 -6.8442 -2.6233 -0.354
C -1.4413 -5.6012 -2.3335 0.403
O -2.3774 -5.0924 -2.8661 -0.457
O -0.7017 -5.0127 -1.3588 -0.012
H 1.1296 -5.5775 -0.5523 0.321
H -0.2956 -6.4355 0.0695 0.272
H 1.0796 -6.7565 -2.6463 0.266
H 0.4006 -8.0199 -1.5993 0.325
C -1.9025 7.3246 1.1158 -0.346
C -1.8104 6.3341 -0.0105 0.351
O -3.0647 6.4885 -0.6718 -0.343
C -3.5266 7.7333 -0.3797 0.611
O -4.4659 8.2426 -0.9037 -0.533
O -2.7740 8.3222 0.5902 -0.336
H -0.9352 7.7524 1.3770 0.294
H -2.3559 6.8970 2.0142 0.274
H -1.0079 6.5729 -0.7138 0.161
H -1.6784 5.3106 0.3421 -0.135
C 2.0956 2.5400 -4.0300 -0.299
C 3.0824 3.6060 -4.4075 -0.020
O 2.4600 4.7988 -3.9218 -0.355
C 1.6115 4.4374 -2.9308 0.532
O 1.0582 5.2042 -2.2019 -0.492
O 1.4687 3.0863 -2.8696 -0.204
H 2.5738 1.5886 -3.8018 0.288
H 1.3363 2.3801 -4.8001 0.264
H 4.0462 3.4813 -3.9058 0.214
H 3.2474 3.6585 -5.4876 0.149
C -3.7672 1.4758 7.7159 -0.274
C -3.3370 2.3829 8.8349 -0.305
O -3.1646 1.4818 9.9249 -0.318
C -2.9311 0.2496 9.3991 0.637
O -2.5810 -0.6960 10.0316 -0.526
O -3.1481 0.2380 8.0560 -0.272
H -3.4286 1.8244 6.7408 0.278
H -4.8501 1.3320 7.6847 0.244
H -2.3836 2.8770 8.6307 0.253
H -4.0841 3.1397 9.0705 0.295
C 6.0505 0.4433 -7.3912 -0.410
C 5.6410 0.2326 -5.9608 -0.396
O 4.8241 1.3729 -5.6964 -0.283
C 4.3504 1.8142 -6.8898 0.730
O 3.5033 2.6497 -7.0109 -0.594
O 4.9572 1.1882 -7.9248 -0.282
H 6.1837 -0.4928 -7.9311 0.325
H 6.9619 1.0387 -7.4837 0.276
H 5.0416 -0.6706 -5.8247 0.275
H 6.4921 0.1974 -5.2824 0.303
C 2.5776 2.6402 -10.0162 -0.079
C 2.6071 3.3907 -11.3180 -0.327
O 3.4138 2.5558 -12.1450 -0.331
C 3.3438 1.2940 -11.6391 0.655
O 3.7675 0.3259 -12.1868 -0.533
O 2.7270 1.2834 -10.4275 -0.306
H 1.6431 2.7809 -9.4744 0.321
H 3.4085 2.9033 -9.3620 0.071
H 1.6165 3.4863 -11.7702 0.238
H 3.0470 4.3824 -11.2191 0.294
C 2.6036 -3.6079 9.6719 -0.343
C 1.3886 -3.8527 8.8209 -0.293
O 1.8578 -3.5556 7.5087 -0.245
C 3.2072 -3.7152 7.5137 0.642
O 3.8865 -3.7049 6.5350 -0.534
O 3.6786 -3.8870 8.7771 -0.335
H 2.6434 -4.2610 10.5426 0.298
H 2.6807 -2.5694 10.0034 0.266
H 1.0586 -4.8942 8.8509 0.262
H 0.5519 -3.2089 9.0901 0.287
```

Output
ΔE to the lowest compared entry with this formula, charge and spin, kcal per mole: 0.0
F_max, eV Å⁻¹: 3.66
Net charge: 0
Kohn-Sham gap, eV: 7.916